Entry from the OMol25 dataset: a cluster of 5 separate species, C20H26F12NO10 in total (wB97M-V/def2-TZVPD).

Summary:
E_tot = -2783.31833 Eh
total charge = -1
strongest force on any atom = 2.25 eV Å⁻¹
frontier orbital gap = 5.79 eV

Geometry as XYZ:
```
69
Properties=species:S:1:pos:R:3:forces:R:3:nbo_charge:R:1
C 4.033027 0.212882 -7.401276 0.130 0.682 -0.342 -0.3972
C 2.773355 0.672587 -7.505566 0.190 -0.391 0.819 -0.1813
C 1.493455 0.018455 -6.916810 0.621 0.760 -0.979 -0.2139
N 0.324735 0.891186 -7.251431 0.235 0.154 -0.040 -0.8233
C 1.229369 -1.366853 -7.669745 0.852 -1.665 -1.255 0.7414
O 0.064528 -1.801174 -7.627132 -0.821 0.624 0.787 -0.7782
O 2.154576 -1.951399 -8.302968 -0.057 1.251 1.006 -0.7656
H 4.724176 0.456774 -8.240971 -0.170 0.322 1.146 0.1816
H 4.447066 -0.365420 -6.557438 -0.664 -0.403 -0.894 0.1890
H 2.626887 1.596667 -8.113867 -0.193 -1.235 -0.235 0.1715
H 1.547940 -0.203088 -5.827371 -0.004 0.283 -0.602 0.1965
H 0.095385 0.669213 -8.225032 -0.230 -0.109 0.493 0.3587
H 0.639917 1.864261 -7.302258 -0.034 -0.322 0.278 0.3248
C -1.772889 -2.973951 -4.333450 0.057 -0.180 0.309 -0.6406
C -1.977861 -1.479224 -4.201008 0.168 -0.395 -0.912 -0.0848
O -2.140409 -1.104928 -2.812812 0.023 0.355 0.793 -0.4828
C -1.025772 -1.010254 -2.094208 -0.272 -0.278 -1.498 0.6836
O 0.079767 -1.211818 -2.500372 0.148 0.156 0.676 -0.5191
C -1.359111 -0.565549 -0.668798 -0.197 0.045 1.077 0.8991
F -2.389066 -1.250579 -0.142423 0.080 0.017 -0.294 -0.3129
F -1.704943 0.745542 -0.621940 0.107 -0.418 -1.224 -0.3178
F -0.330383 -0.720209 0.172153 0.033 -0.040 -0.473 -0.3051
H -2.588407 -3.517085 -3.848267 -0.076 0.073 -0.082 0.1942
H -1.728067 -3.263396 -5.383431 0.068 0.164 -0.002 0.2560
H -0.847759 -3.290773 -3.850214 0.050 0.080 -0.133 0.2190
H -2.895593 -1.189422 -4.711166 -0.049 0.144 0.330 0.1950
H -1.162915 -0.917289 -4.660200 0.046 -0.042 0.169 0.2326
C -1.758660 1.395428 2.146670 0.137 -0.191 0.262 -0.6580
C -1.975588 2.890891 2.235037 0.022 -0.444 -0.690 -0.0774
O -2.176249 3.308570 3.601108 0.083 0.376 0.606 -0.4764
C -1.079758 3.433352 4.344834 -0.212 -0.323 -1.243 0.6912
O 0.036910 3.224646 3.967977 0.114 0.181 0.515 -0.5434
C -1.446709 3.921173 5.747879 -0.311 0.299 1.267 0.8977
F -2.484160 3.242749 6.266694 0.160 -0.036 -0.324 -0.3096
F -1.795321 5.220842 5.738941 0.108 -0.176 -0.322 -0.3116
F -0.430481 3.795149 6.609232 0.013 -0.082 -0.456 -0.3055
H -2.583166 0.860669 2.624541 -0.069 0.077 -0.096 0.2082
H -1.687174 1.078333 1.101495 -0.096 0.458 1.085 0.2489
H -0.844032 1.096659 2.661831 0.031 0.085 -0.080 0.2185
H -2.882351 3.162013 1.694680 -0.065 0.129 0.311 0.1980
H -1.151678 3.445497 1.782995 0.061 0.000 0.258 0.1991
C -2.120064 -4.286489 4.123057 0.048 0.137 -0.315 -0.6391
C -3.416434 -5.064123 4.226684 0.514 -0.059 0.489 -0.0777
O -4.367511 -4.613178 3.248304 -0.421 0.001 -0.417 -0.4798
C -4.192617 -5.077328 2.007668 0.597 -0.215 0.961 0.6897
O -3.318203 -5.819647 1.671933 -0.284 0.059 -0.400 -0.5290
C -5.294240 -4.552322 1.085750 -1.069 0.708 -1.169 0.8978
F -5.504949 -3.232587 1.233946 0.301 -0.247 0.314 -0.3082
F -6.472926 -5.159502 1.323328 0.334 -0.152 0.344 -0.3136
F -5.019769 -4.749253 -0.205944 0.374 -0.217 0.410 -0.2973
H -2.310861 -3.214170 4.196725 -0.025 -0.052 0.130 0.2162
H -1.432278 -4.579518 4.917039 -0.065 -0.008 0.005 0.2202
H -1.631420 -4.458386 3.163456 -0.002 -0.103 0.069 0.2294
H -3.871213 -4.891230 5.202037 -0.243 0.098 -0.202 0.1939
H -3.250976 -6.138704 4.132987 -0.050 0.072 -0.235 0.1977
C 3.511294 4.563424 4.031940 -0.058 -0.062 -0.390 -0.6434
C 4.693646 3.793293 4.583181 -0.353 0.512 0.413 -0.0770
O 5.087883 2.739576 3.688461 0.356 -0.348 -0.341 -0.4768
C 5.825832 3.109998 2.639710 -0.436 0.628 0.901 0.6906
O 6.166086 4.232356 2.403818 0.220 -0.273 -0.352 -0.5378
C 6.207476 1.887614 1.802459 0.209 -1.095 -0.936 0.8981
F 5.159031 1.080390 1.578714 0.017 0.330 0.238 -0.3043
F 7.147581 1.147365 2.420396 -0.126 0.336 0.199 -0.3132
F 6.699497 2.228194 0.608415 -0.106 0.313 0.385 -0.2990
H 2.685558 3.886780 3.804796 -0.010 0.017 0.177 0.2330
H 3.169914 5.309345 4.750716 0.029 -0.064 0.028 0.2184
H 3.769758 5.073505 3.103024 0.087 0.056 0.103 0.2219
H 4.412994 3.313674 5.520776 0.087 -0.265 -0.184 0.1954
H 5.539050 4.449831 4.796593 0.057 -0.090 -0.235 0.1940
```
Forces are in eV/Å.